C34H58N2O30S8 | ωB97M-V with the def2-TZVPD basis set

The geometry in ORCA input format:
```
! wB97M-V def2-TZVPD RIJCOSX def2/J DEFGRID3
* xyz 0 1
C 1.0527 2.4939 -1.0418
C 2.2055 3.3905 -0.5259
C 2.2406 3.2074 1.0326
C 3.1209 2.0048 1.4183
C 2.5458 1.2049 2.6359
C 2.4967 -0.3056 2.3626
C 1.6846 -1.1715 3.3885
C 1.1585 -0.4028 4.5970
C 2.0752 -0.0687 5.5428
C 1.7066 0.6848 6.6988
N 2.5035 1.0884 7.6800
S 1.4908 1.9047 8.6844
N 0.1009 1.7560 7.9019
C 0.3161 1.0410 6.7883
C -0.6608 0.6923 5.8029
C -2.0631 1.1914 6.0487
C -2.2558 2.6387 5.4699
C -0.2530 -0.0288 4.7037
C -1.2644 -0.4036 3.6308
C -0.9539 0.1455 2.2146
C -1.6391 1.5136 1.9829
C -2.1631 1.6962 0.5693
O -3.2132 0.7496 0.2595
C -3.3651 0.6531 -1.0848
O -2.5857 0.0816 -1.7921
H 1.2360 2.1083 -2.0458
H 0.1358 3.0893 -0.9817
H 0.9236 1.6864 -0.3100
H 2.0105 4.4493 -0.6990
H 3.1772 3.0532 -0.8899
H 1.1915 3.0594 1.3226
H 2.5579 4.1245 1.5388
H 4.0773 2.4181 1.7597
H 3.3461 1.3503 0.5716
H 1.5765 1.6489 2.8807
H 3.2101 1.3743 3.4873
H 3.5347 -0.6555 2.4222
H 2.1783 -0.5198 1.3368
H 2.3624 -1.9294 3.7901
H 0.8462 -1.6751 2.9028
H 3.1172 -0.3469 5.4011
H -2.8401 0.5349 5.6589
H -2.2112 1.2633 7.1291
H -1.3193 2.9233 4.9886
H -3.0926 2.6528 4.7706
H -2.5083 3.3093 6.2938
H -2.2284 0.0003 3.9288
H -1.3402 -1.4973 3.5927
H 0.1129 0.2298 2.0123
H -1.3637 -0.5746 1.4958
H -2.4563 1.6691 2.6912
H -0.8906 2.2997 2.1436
H -2.5849 2.7076 0.4893
H -1.3321 1.6051 -0.1331
H -4.2414 1.1308 -1.5551
C -0.0545 1.4078 -5.5888
C 0.1927 2.1486 -6.8871
O 0.9435 3.3074 -6.5018
S 1.8796 2.9482 -5.2491
O 3.1757 2.6456 -5.7288
O 1.6421 3.9068 -4.2279
O 1.1583 1.5673 -4.8444
H -0.8693 1.8602 -5.0191
H -0.2657 0.3530 -5.7446
H -0.7285 2.4417 -7.3831
H 0.8043 1.5589 -7.5742
C 1.6026 -2.7639 9.9810
C 1.7965 -1.3441 10.4658
O 0.9507 -1.2406 11.6186
S 0.8885 -2.6575 12.3670
O 1.8164 -2.6544 13.4394
O -0.4729 -3.0049 12.5536
O 1.5002 -3.5456 11.1780
H 0.6711 -2.8702 9.4210
H 2.4326 -3.1127 9.3723
H 1.5169 -0.6060 9.7203
H 2.8274 -1.1684 10.7814
C -5.8606 -2.7214 -2.9570
C -4.4506 -2.9909 -2.4743
O -4.0391 -4.1637 -3.1849
S -4.7275 -4.1702 -4.6346
O -3.8083 -3.6523 -5.5842
O -5.3823 -5.4124 -4.8226
O -5.8363 -3.0361 -4.3506
H -6.5818 -3.3811 -2.4686
H -6.1602 -1.6867 -2.8089
H -4.4011 -3.1630 -1.4023
H -3.7751 -2.1753 -2.7423
C -1.8125 -8.1192 -0.6100
C -0.4738 -7.5451 -1.0239
O -0.7083 -6.9886 -2.3207
S -2.2167 -6.4345 -2.4048
O -2.2052 -5.0437 -2.1474
O -2.8327 -6.9874 -3.5529
O -2.7769 -7.1795 -1.0947
H -1.9993 -9.0816 -1.0910
H -1.9029 -8.2298 0.4675
H 0.3084 -8.2979 -1.0700
H -0.1629 -6.7379 -0.3565
C 6.0478 2.4325 -10.4944
C 6.3863 3.8608 -10.1182
O 5.5902 4.1228 -8.9588
S 5.4277 2.7627 -8.1130
O 6.3865 2.7618 -7.0657
O 4.0504 2.5432 -7.8706
O 5.9151 1.7461 -9.2485
H 5.0928 2.3758 -11.0198
H 6.8205 1.9652 -11.0993
H 6.1491 4.5691 -10.9076
H 7.4388 3.9627 -9.8425
C 4.4880 -3.0569 -8.8719
C 3.8397 -2.3464 -7.7029
O 3.8648 -0.9623 -8.0679
S 3.7129 -0.8201 -9.6560
O 2.3541 -0.5494 -9.9649
O 4.7682 0.0020 -10.1258
O 4.0199 -2.3542 -10.0289
H 5.5761 -2.9716 -8.8360
H 4.2089 -4.1058 -8.9287
H 4.3727 -2.5019 -6.7692
H 2.7970 -2.6485 -7.5811
C -7.7022 3.4742 4.1380
C -6.8896 4.2397 5.1603
O -5.5734 3.6796 5.0611
S -5.2937 3.2329 3.5478
O -4.5615 4.2549 2.8928
O -4.8618 1.8807 3.5499
O -6.8103 3.2888 3.0313
H -7.9916 2.4907 4.5134
H -8.5893 4.0157 3.8208
H -7.2742 4.1289 6.1702
H -6.8285 5.3006 4.9090
*
```

For the LUMO energy, the calculation gives -0.5464 eV. Its total energy is -187277.3989 eV. The energy relative to the best compared isomer or geometry (same formula, charge and spin) is 0.00 kJ/mol. Its HOMO energy is -8.723 eV.

C34H59BrN4O3S2 | ωB97M-V with the def2-TZVPD basis set

The geometry in ORCA input format:
```
! wB97M-V def2-TZVPD RIJCOSX def2/J DEFGRID3
* xyz 0 1
C 3.1203 -1.3270 0.0366
C 2.3113 -0.1509 0.0641
C 1.2094 1.1072 -0.0767
C 2.0017 2.3692 0.5609
C 3.6346 2.4087 0.3131
C 4.5040 1.8982 1.6479
Br 4.1207 4.3836 0.1369
C -0.0264 0.6382 0.9481
N 0.1623 -0.8547 1.2973
C -0.7194 -1.1718 2.3374
S -2.0204 -1.9531 3.1703
O -1.3686 0.9624 0.4594
S -1.8430 0.0490 -0.8873
O -3.1359 0.6754 -1.4593
O -2.2332 -1.4349 -0.5145
C -0.3685 0.1091 -2.1039
C 0.1813 -1.4201 -2.1547
C 1.4124 -1.7414 -3.1743
C 1.7577 -3.3660 -2.9921
C 3.2545 -3.7978 -2.3846
C 3.5916 -5.4142 -2.1608
C 2.4351 -6.5660 -2.5254
C 0.9816 -6.0910 -3.1373
C 0.6255 -4.4899 -3.3734
C 0.6819 1.2857 -1.6559
C -0.0004 2.8092 -1.7686
C -1.0695 3.0376 -2.9528
N 1.9517 1.3680 -2.4729
C 1.7472 1.5107 -3.9516
C 2.3478 2.9617 -4.5247
H 3.8909 -2.1805 0.2907
H 1.9144 2.2521 1.7492
H 1.6027 3.4392 0.3427
H 3.9967 1.9235 -0.6829
H 3.8763 1.9112 2.6351
H 5.4556 2.6131 1.6782
H 4.9339 0.8292 1.3652
H 0.0541 1.1762 2.0122
H -0.8727 0.2906 -3.1714
H 0.4749 -1.8889 -1.1048
H -0.7308 -2.0932 -2.5337
H 2.4306 -1.1894 -2.9188
H 1.1251 -1.5931 -4.3048
H 4.0905 -3.0005 -2.1080
H 4.5951 -5.8273 -1.7211
H 2.6038 -7.7250 -2.3603
H 0.1561 -6.8840 -3.3936
H -0.4056 -4.0886 -3.7919
H 0.8464 3.6422 -1.8970
H -0.5355 3.1114 -0.7441
H -1.8785 2.2186 -3.1266
H -1.6376 4.0639 -2.7434
H -0.4803 3.2091 -3.9692
H 2.4854 2.2499 -2.2062
H 0.6626 1.3662 -4.3515
H 2.4185 0.6836 -4.4832
H 3.3591 3.2467 -3.9683
H 1.5966 3.8545 -4.3615
H 2.6112 2.9024 -5.6845
C -1.9130 5.2345 0.8559
C -0.6301 5.6046 1.5932
N 0.0596 6.7730 1.0380
C 1.4150 6.9516 1.5701
C 1.5572 7.2535 3.0586
C -0.7323 8.0002 0.9267
C -1.3460 8.5644 2.2033
H -1.7270 5.0748 -0.2103
H -2.3229 4.3046 1.2675
H -2.6836 6.0019 0.9648
H 0.0369 4.7357 1.5216
H -0.8591 5.7380 2.6551
H 1.9285 7.7371 0.9992
H 1.9849 6.0372 1.3552
H 1.2839 8.2860 3.2885
H 2.6031 7.1257 3.3603
H 0.9557 6.5846 3.6793
H -1.5422 7.8234 0.2087
H -0.1250 8.7849 0.4530
H -1.8022 7.7916 2.8295
H -2.1362 9.2796 1.9465
H -0.6101 9.1065 2.7986
C -4.1856 -7.3066 4.5625
C -4.0755 -6.4024 3.3390
N -2.7308 -6.3487 2.7577
C -2.5712 -5.2787 1.7669
C -3.3995 -5.3678 0.4889
C -2.1332 -7.6338 2.3879
C -2.8845 -8.5005 1.3833
H -3.4661 -7.0196 5.3351
H -5.1903 -7.2270 4.9940
H -4.0261 -8.3580 4.3101
H -4.3578 -5.3933 3.6661
H -4.8218 -6.7138 2.6016
H -1.5105 -5.1905 1.4955
H -2.8103 -4.3256 2.2583
H -3.0037 -6.1210 -0.1964
H -3.3650 -4.4074 -0.0381
H -4.4506 -5.5919 0.6878
H -1.9870 -8.2214 3.3022
H -1.1127 -7.4678 2.0137
H -3.9587 -8.5475 1.5868
H -2.5030 -9.5274 1.4257
H -2.7380 -8.1507 0.3605
*
```

For the LUMO energy, the calculation gives -0.9428 eV. Its total energy is -140008.0150 eV. The structure (SMILES) is C#C[C@]1(C[C@H](C)Br)[C@H](N=C=S)OS(=O)(=O)[C@H](CCc2ccccc2)[C@]1(CC)NCC.CCN(CC)CC.CCN(CC)CC. Its HOMO energy is -7.903 eV.